<one>
{"formula": "C4H9N", "method": "ωB97M-V/def2-TZVPD", "homo_ha": [-0.0101, -0.0910], "lumo_energy_ev": [4.355, 4.311], "spin_multiplicity": 2, "gap_ev": [4.63, 6.79], "total_charge": -1, "elements": ["C", "C", "C", "C", "N", "H", "H", "H", "H", "H", "H", "H", "H", "H"], "xyz": [[1.09551, -1.11987, 0.83215], [0.31028, -1.01638, -0.32127], [1.11058, -1.94203, -0.99048], [-1.40567, 2.38101, 0.43300], [-0.78067, -0.28503, -0.69184], [0.79076, -1.30435, 1.87242], [-1.21156, 2.78659, -0.53795], [2.14903, -1.03029, 0.73763], [0.94039, -2.97264, -1.17495], [2.25973, -1.80620, -1.05913], [-0.49268, 1.99196, 0.89383], [-1.68429, 3.03172, 1.26781], [-2.21885, 1.71861, 0.49049], [-0.86256, -0.43309, -1.75171]]}

<two>
{"formula": "C4H9N", "method": "ωB97M-V/def2-TZVPD", "homo_ha": [0.0308, -0.1102], "lumo_energy_ev": [4.074, 4.006], "spin_multiplicity": 2, "gap_ev": [3.24, 7.00], "total_charge": -1, "elements": ["C", "N", "H", "H", "H", "C", "C", "C", "H", "H", "H", "H", "H", "H"], "xyz": [[-2.04654, 0.65507, 0.78558], [-2.92246, -0.35909, 1.03113], [-2.39734, 1.53848, 0.23248], [-1.28959, 0.94304, 1.53604], [-2.58088, -0.98372, 1.75720], [0.64417, -1.11323, -0.87935], [1.56420, -0.17450, -0.15790], [1.82440, 1.07733, -0.49509], [-0.22504, -1.35440, -0.26047], [1.18376, -2.04355, -1.10045], [0.27558, -0.68413, -1.81108], [1.96030, -0.61360, 0.75889], [2.60824, 1.63001, 0.00750], [1.40119, 1.48230, -1.40447]]}

Result of the stability comparison: <one> is the least stable of them.